A structure of composition C5H6O in a non-equilibrium geometry, computed with ωB97M-V with the def2-TZVPD basis set.

Calculated values
max |F|	1.832	eV/Å
energy	-269.2342	hartree
HOMO	-9.182	eV
ΔE to the lowest compared entry with this formula, charge and spin	70.3	kcal per mole
total charge	0

Each line ends with the Löwdin charge.
Geometry (Å):
O  -0.46476  -0.09705  -1.37601  -0.0815
C  1.28825  0.41451  0.01219  -0.0262
C  0.93952  -0.82975  0.32671  -0.0434
C  -0.06112  0.97673  -0.47555  -0.2477
C  -1.04042  0.37916  0.57270  -0.0512
C  -0.49933  -0.87709  -0.13063  -0.2619
H  -0.17321  1.98438  -0.88763  0.1404
H  -0.98814  -1.84143  -0.24316  0.1421
H  -2.08747  0.56094  0.33517  0.1118
H  1.63023  -1.59596  0.63994  0.1048
H  -0.81306  0.49734  1.63446  0.1113
H  2.26952  0.42822  -0.40818  0.1015